# 1
Entry from the OMol25 dataset: the molecule C6H10O (ωB97M-V/def2-TZVPD).

Last column: Löwdin charge in e.
Positions of all 17 atoms, in Å:
C  2.14511  0.07426  -0.22399  -0.04
C  0.72818  0.08323  0.32360  -0.35
C  -0.04314  -1.00164  0.76649  -0.02
C  -1.43213  -0.99718  0.24435  -0.18
C  -1.49464  0.18797  -0.72664  -0.12
C  -0.27211  1.07725  -0.36476  -0.45
O  -0.39912  1.93438  0.65213  -0.02
H  2.51150  1.10001  -0.29810  0.09
H  2.12642  -0.36844  -1.22330  0.08
H  2.82779  -0.50564  0.40272  0.08
H  0.22608  -1.61775  1.62192  0.12
H  -2.11310  -0.89646  1.09861  0.12
H  -1.69043  -1.95920  -0.22408  0.12
H  -1.40452  -0.15726  -1.76246  0.11
H  -2.42894  0.74700  -0.63801  0.11
H  0.16093  1.50194  -1.29683  0.14
H  0.76617  0.64782  1.35358  0.20

Results
- 2S+1 = 1
- frontier orbital gap (spin up / spin down) (eV) = 9.79 / 6.75
- net charge = 0



# 2
Entry from the OMol25 dataset: the molecule C6H10O (ωB97M-V/def2-TZVPD).

Last column: Löwdin charge in e.
Positions of all 17 atoms, in Å:
C  1.82148  0.35573  -0.67321  0.00
C  0.56458  0.12104  0.11441  -0.49
C  0.14886  -1.30125  0.56245  -0.08
C  -1.20034  -1.11363  -0.17864  -0.12
C  -0.84769  0.35993  -0.46033  -0.19
C  -0.96313  1.37379  0.68240  -0.13
O  0.35771  1.07794  1.17029  -0.07
H  2.71856  0.14364  -0.08378  0.09
H  1.83200  -0.28015  -1.56471  0.09
H  1.85822  1.40102  -0.99464  0.09
H  0.77123  -2.13080  0.21370  0.11
H  0.06553  -1.35696  1.65060  0.12
H  -2.11993  -1.33238  0.37248  0.10
H  -1.21780  -1.67994  -1.11561  0.11
H  -1.02742  0.74184  -1.46764  0.14
H  -1.74024  1.20793  1.43845  0.12
H  -1.02161  2.41224  0.33378  0.12

Results
- SMILES string = C[C@]12CC[C@H]1CO2
- 2S+1 = 1
- frontier orbital gap (eV) = 10.45
- net charge = 0



# 3
Entry from the OMol25 dataset: the molecule C6H10O (ωB97M-V/def2-TZVPD).

Last column: Löwdin charge in e.
Positions of all 17 atoms, in Å:
C  0.44897  1.56166  -0.03392  -0.10
C  1.50929  0.79022  0.22150  -0.07
C  1.56026  -0.70558  0.18060  -0.23
O  0.69756  -1.23347  -0.79221  -0.12
C  -0.55008  -1.46856  -0.20338  -0.23
C  -1.42685  -0.21221  0.03578  -0.15
C  -0.94930  1.16420  -0.45670  -0.19
H  0.58390  2.62906  0.12814  0.10
H  2.44321  1.24112  0.54285  0.10
H  1.24011  -1.08915  1.16455  0.12
H  2.56100  -1.11394  -0.00177  0.12
H  -0.39533  -1.99772  0.75184  0.11
H  -1.00175  -2.28551  -0.74429  0.11
H  -1.53536  -0.09502  1.12437  0.11
H  -2.42757  -0.38691  -0.38358  0.11
H  -1.10539  1.32594  -1.53476  0.12
H  -1.65270  1.87588  0.00100  0.11

Results
- SMILES string = C1=CCOCCC1
- 2S+1 = 1
- frontier orbital gap (eV) = 10.22
- net charge = 0



# 4
Entry from the OMol25 dataset: the molecule C6H10O (ωB97M-V/def2-TZVPD).

Last column: Löwdin charge in e.
Positions of all 17 atoms, in Å:
C  2.20250  -0.17426  -0.10243  -0.10
C  1.04227  0.74494  0.28395  -0.20
C  -0.17250  -0.01747  0.80549  -0.37
O  -1.15025  0.92958  1.28958  -0.07
C  -2.39308  -0.44987  0.08565  0.14
C  -1.78051  -0.04234  -1.19053  -0.15
C  -0.95218  -0.81888  -0.22522  -0.27
H  1.91556  -0.87258  -0.89703  0.07
H  2.55245  -0.76496  0.75280  0.07
H  3.05718  0.40362  -0.46963  0.07
H  0.73923  1.35312  -0.57720  0.11
H  1.36481  1.44885  1.06261  0.12
H  0.15136  -0.67484  1.62933  0.15
H  -2.01763  0.41943  1.41671  0.06
H  -2.21067  -0.64471  -1.98819  0.12
H  -1.64875  1.01289  -1.42625  0.12
H  -0.69979  -1.85250  -0.44963  0.14

Results
- 2S+1 = 1
- frontier orbital gap (eV) = 8.97
- net charge = 0



Calculated relative energy (zero: lowest compared OMol25 entry of this formula, charge and spin), 346.4, 124.5, 102.1, 427.8 kJ/mol (same order as the records).
Calculated strongest force on any atom, 2.24, 0.37, 1.15, 1.13 eV/A (same order as the records).